# 1
DFT (ωB97M-V with the def2-TZVPD basis set) results for a structure of composition C39H30BrCl2MoN2O4P2S3.

The highest occupied orbital energy (alpha / beta) comes out at -4.8 / -4.8 eV. The calculation puts the lowest unoccupied orbital energy (alpha / beta) at 2.31 / 1.58 eV. Its multiplicity is 3. The calculation puts the total energy at -200132.080 eV. The calculation puts the energy relative to the best compared isomer or geometry (same formula, charge and spin) at 160.1 kJ/mol. For the HOMO-LUMO gap (alpha / beta), the calculation gives 7.109 / 6.433 eV. As for the total charge: -1.

Last column: Löwdin spin population.
Atoms and positions in Å:
Mo  0.77  -0.23  -0.56  1.68
C  -1.20  -2.58  -1.86  0.00
P  -1.43  -0.82  -1.41  0.01
C  -2.10  0.09  -2.84  0.00
C  -1.97  -0.29  -4.17  0.00
C  -2.39  0.56  -5.17  0.00
C  -2.93  1.80  -4.87  0.00
C  -3.09  2.18  -3.54  0.00
C  -2.68  1.33  -2.53  0.00
C  -2.99  -0.83  -0.45  0.00
C  -4.13  -1.41  -1.01  0.00
C  -5.33  -1.38  -0.34  0.00
C  -5.41  -0.75  0.90  0.00
C  -4.30  -0.14  1.45  0.00
C  -3.09  -0.17  0.77  0.00
C  -0.35  -3.12  -0.75  0.01
C  -0.18  -4.38  -0.21  0.01
C  0.80  -4.26  0.81  0.02
C  1.18  -2.94  0.82  0.01
C  2.09  -2.14  1.70  0.01
P  1.07  -0.61  1.88  0.02
C  -0.13  -1.38  3.04  0.00
C  0.13  -1.42  4.40  0.00
C  -0.67  -2.19  5.24  0.00
C  -1.74  -2.89  4.73  0.00
C  -2.02  -2.83  3.37  0.00
C  -1.22  -2.08  2.53  0.00
C  1.91  0.55  2.99  0.00
C  3.07  0.27  3.70  0.00
C  3.62  1.24  4.52  0.00
C  3.03  2.49  4.62  0.00
C  1.87  2.77  3.91  0.00
C  1.31  1.80  3.10  0.00
N  0.48  -2.24  -0.12  0.04
H  -0.65  -2.61  -2.81  0.00
H  -2.13  -3.13  -1.98  0.00
H  -1.52  -1.24  -4.43  0.00
H  -2.27  0.27  -6.21  0.00
H  -3.22  2.47  -5.66  0.00
H  -3.52  3.13  -3.29  0.00
H  -2.77  1.63  -1.50  0.00
H  -4.07  -1.88  -1.99  0.00
H  -6.21  -1.83  -0.78  0.00
H  -6.36  -0.75  1.43  0.00
H  -4.37  0.35  2.40  0.00
H  -2.21  0.32  1.17  0.00
H  -0.70  -5.28  -0.49  0.00
H  1.18  -5.05  1.43  0.00
H  3.03  -1.88  1.20  0.00
H  2.28  -2.64  2.66  0.00
H  0.97  -0.88  4.82  0.00
H  -0.43  -2.25  6.29  0.00
H  -2.35  -3.49  5.38  0.00
H  -2.86  -3.38  2.96  0.00
H  -1.43  -2.05  1.47  0.00
H  3.55  -0.70  3.61  0.00
H  4.51  1.02  5.09  0.00
H  3.48  3.25  5.25  0.00
H  1.42  3.75  3.97  0.00
H  0.43  2.01  2.50  0.00
S  2.99  -1.66  -4.61  0.02
C  2.29  -1.16  -3.20  0.00
S  2.77  -1.65  -1.65  -0.04
S  0.94  -0.07  -3.15  0.01
Cl  5.39  0.24  1.35  0.00
C  4.62  1.76  0.95  0.00
Cl  5.37  2.47  -0.50  0.00
C  3.11  1.61  0.62  0.00
O  2.43  2.61  0.74  0.01
O  2.77  0.46  0.22  0.03
H  4.77  2.46  1.77  0.00
Br  4.57  2.50  -4.02  0.00
C  2.75  2.93  -3.77  0.00
C  2.04  3.55  -4.80  0.00
N  0.79  3.92  -4.67  0.00
C  0.17  3.69  -3.53  0.00
C  0.77  3.04  -2.45  0.00
C  2.11  2.66  -2.58  0.00
C  -0.04  2.67  -1.25  0.02
O  -1.03  3.30  -0.92  0.03
O  0.36  1.59  -0.68  0.07
H  2.51  3.74  -5.76  0.00
H  -0.86  4.02  -3.45  0.00
H  2.63  2.17  -1.77  0.00

# 2
DFT (ωB97M-V with the def2-TZVPD basis set) results for the molecule C3H4O3.

The highest occupied orbital energy comes out at -11.2 eV. The calculation puts the lowest unoccupied orbital energy at 0.71 eV. As for the SMILES: O=C1OCCO1. The calculation puts the total energy at -9318.015 eV. The calculation puts the energy relative to the best compared isomer or geometry (same formula, charge and spin) at 66.2 kJ/mol. For the HOMO-LUMO gap, the calculation gives 11.888 eV.

Last column: natural (NBO) charge in e.
Atoms and positions in Å:
O  2.64  0.01  -0.43  -0.56
C  1.48  0.02  -0.17  0.96
O  0.76  1.13  0.17  -0.49
C  -0.60  0.78  -0.02  -0.11
C  -0.63  -0.74  0.17  -0.09
O  0.69  -1.08  -0.19  -0.49
H  -1.26  1.05  0.78  0.20
H  -0.88  1.10  -1.04  0.19
H  -0.83  -1.08  1.20  0.18
H  -1.37  -1.20  -0.48  0.20

# 3
DFT (ωB97M-V with the def2-TZVPD basis set) results for a cluster of 2 separate species, C2H2ClF2P in total.

The highest occupied orbital energy (alpha / beta) comes out at -8.9 / -8.9 eV. The calculation puts the lowest unoccupied orbital energy (alpha / beta) at -0.27 / -0.27 eV. The calculation puts the total energy at -29347.681 eV. The calculation puts the energy relative to the best compared isomer or geometry (same formula, charge and spin) at 308.7 kJ/mol. For the HOMO-LUMO gap (alpha / beta), the calculation gives 8.599 / 8.598 eV.

Last column: natural (NBO) charge in e.
Atoms and positions in Å:
C  -0.83  0.78  0.06  -0.56
C  -0.63  -0.42  -2.02  0.55
F  -0.20  0.45  -2.95  -0.34
F  0.36  -1.41  -1.81  -0.37
P  -2.28  0.36  0.71  0.47
Cl  0.43  1.82  0.02  0.15
H  -1.64  -0.92  -2.43  0.15
H  -1.83  1.08  1.83  -0.04

# 4
DFT (ωB97M-V with the def2-TZVPD basis set) results for a structure of composition C3H7N2O.

The highest occupied orbital energy comes out at -14.6 eV. The calculation puts the lowest unoccupied orbital energy at -5.23 eV. The calculation puts the total energy at -8241.391 eV. The calculation puts the energy relative to the best compared isomer or geometry (same formula, charge and spin) at 458.1 kJ/mol. For the HOMO-LUMO gap, the calculation gives 9.324 eV. As for the total charge: +1.

Last column: natural (NBO) charge in e.
Atoms and positions in Å:
C  1.69  0.67  -0.03  0.62
C  -0.51  -1.02  -0.81  -0.22
C  -0.41  -1.00  0.69  -0.23
N  -0.99  1.24  -0.08  -0.66
N  -0.12  0.16  -0.07  -0.19
O  2.34  -0.29  -0.22  -0.35
H  1.61  1.61  0.49  0.22
H  0.35  -1.62  -1.21  0.25
H  -1.31  -0.94  -1.46  0.26
H  -1.21  -0.90  1.41  0.25
H  0.53  -1.56  1.06  0.26
H  -0.83  2.09  -0.67  0.41
H  -1.12  1.55  0.90  0.38

# 5
DFT (ωB97M-V with the def2-TZVPD basis set) results for a cluster of 2 separate species, C10H16O in total.

The highest occupied orbital energy comes out at -8.4 eV. The calculation puts the lowest unoccupied orbital energy at 0.74 eV. As for the SMILES: CCc1ccc(O)cc1.CC. The calculation puts the total energy at -12674.406 eV. The calculation puts the energy relative to the best compared isomer or geometry (same formula, charge and spin) at 320.2 kJ/mol. For the HOMO-LUMO gap, the calculation gives 9.153 eV.

Last column: natural (NBO) charge in e.
Atoms and positions in Å:
C  -1.75  1.15  3.51  -0.60
C  -1.20  1.36  2.12  -0.40
C  -0.88  0.11  1.37  -0.11
C  0.34  -0.57  1.55  -0.18
C  0.75  -1.65  0.68  -0.28
C  -0.11  -1.96  -0.39  0.29
O  0.07  -3.05  -1.18  -0.66
C  -1.41  -1.43  -0.40  -0.28
C  -1.73  -0.31  0.43  -0.14
H  -2.79  0.70  3.53  0.22
H  -1.89  2.29  3.76  0.20
H  -1.02  0.79  4.16  0.20
H  -2.14  1.82  1.59  0.21
H  -0.27  1.95  2.12  0.22
H  0.73  -0.55  2.65  0.22
H  1.60  -2.23  0.79  0.21
H  1.03  -3.28  -1.16  0.48
H  -1.88  -1.51  -1.35  0.22
H  -2.80  0.30  0.23  0.21
C  1.69  0.32  -3.59  -0.61
C  2.18  1.14  -2.42  -0.61
H  2.12  0.73  -4.61  0.21
H  1.73  -0.75  -3.48  0.21
H  0.54  0.41  -3.55  0.20
H  3.19  1.03  -2.21  0.20
H  1.72  1.01  -1.52  0.21
H  2.17  2.19  -2.66  0.20

# 6
DFT (ωB97M-V with the def2-TZVPD basis set) results for the molecule C5H6N2O.

The highest occupied orbital energy comes out at -9.0 eV. The calculation puts the lowest unoccupied orbital energy at 0.73 eV. As for the SMILES: C=NN(C)c1cc1=O. The calculation puts the total energy at -10306.044 eV. The calculation puts the energy relative to the best compared isomer or geometry (same formula, charge and spin) at 343.4 kJ/mol. For the HOMO-LUMO gap, the calculation gives 9.687 eV.

Last column: natural (NBO) charge in e.
Atoms and positions in Å:
C  2.29  0.51  0.55  -0.12
N  1.43  -0.04  -0.19  -0.22
N  0.06  -0.18  0.16  -0.25
C  -0.42  0.03  1.51  -0.42
C  -0.74  -0.34  -0.87  0.16
C  -0.83  -0.53  -2.22  -0.32
C  -2.07  -0.36  -1.59  0.54
O  -3.25  -0.31  -1.52  -0.59
H  3.26  0.71  0.11  0.20
H  2.15  0.78  1.60  0.16
H  0.09  -0.65  2.19  0.21
H  -1.49  -0.15  1.54  0.24
H  -0.22  1.06  1.83  0.20
H  -0.26  -0.54  -3.12  0.23

# 7
DFT (ωB97M-V with the def2-TZVPD basis set) results for a structure of composition C43H33Cl2N6O4SSbW.

The highest occupied orbital energy (alpha / beta) comes out at -12.5 / -12.7 eV. The calculation puts the lowest unoccupied orbital energy (alpha / beta) at -6.71 / -6.45 eV. Its multiplicity is 3. The calculation puts the total energy at -106489.971 eV. The calculation puts the energy relative to the best compared isomer or geometry (same formula, charge and spin) at 15.1 kJ/mol. For the HOMO-LUMO gap (alpha / beta), the calculation gives 5.755 / 6.244 eV. As for the total charge: +2.

Last column: Löwdin spin population.
Atoms and positions in Å:
W  -0.24  0.91  0.45  1.54
Cl  0.18  3.23  -6.09  0.00
C  0.59  2.80  -4.47  -0.01
C  -0.37  2.19  -3.68  0.00
C  -0.07  1.84  -2.37  0.00
N  -0.96  1.27  -1.43  0.03
C  -2.30  1.06  -1.71  0.02
O  -2.89  1.23  -2.75  0.04
C  -3.01  0.51  -0.51  0.02
C  -4.34  0.15  -0.55  0.00
C  -4.92  -0.40  0.58  0.02
C  -4.15  -0.59  1.71  0.00
C  -2.82  -0.21  1.68  0.04
N  -2.25  0.34  0.60  0.04
C  1.21  2.12  -1.85  0.00
C  2.16  2.72  -2.65  0.00
C  1.86  3.06  -3.96  0.00
Cl  3.07  3.80  -4.93  0.00
N  1.36  1.77  -0.49  0.00
C  2.54  1.96  0.21  0.01
O  3.58  2.40  -0.20  0.00
C  2.42  1.47  1.63  0.02
C  3.51  1.44  2.47  0.00
C  3.37  0.89  3.73  0.02
C  2.14  0.38  4.11  0.00
C  1.09  0.45  3.22  0.04
N  1.21  0.99  1.99  0.03
H  -1.35  2.00  -4.09  0.00
H  -4.88  0.31  -1.47  0.00
H  -5.97  -0.67  0.58  0.00
H  -4.56  -1.03  2.61  0.00
H  -2.18  -0.37  2.54  0.01
H  3.15  2.93  -2.27  0.00
H  4.44  1.86  2.11  0.00
H  4.21  0.85  4.41  0.00
H  1.99  -0.08  5.08  0.00
H  0.12  0.05  3.48  0.01
S  0.40  -1.39  0.40  0.04
Sb  0.66  -2.95  -1.36  0.02
C  2.52  -2.50  -2.22  0.00
C  2.66  -2.60  -3.60  0.00
C  3.90  -2.36  -4.16  0.00
C  4.98  -2.03  -3.35  0.00
C  4.83  -1.94  -1.98  0.00
C  3.59  -2.17  -1.40  0.00
C  0.74  -4.65  -0.11  0.00
C  1.67  -4.60  0.92  0.00
C  1.70  -5.63  1.85  0.00
C  0.81  -6.69  1.75  0.00
C  -0.10  -6.74  0.71  0.00
C  -0.14  -5.73  -0.24  0.00
C  -0.80  -2.79  -2.86  0.01
C  -1.74  -3.79  -3.07  0.00
C  -2.66  -3.63  -4.11  0.00
C  -2.62  -2.49  -4.90  0.00
C  -1.68  -1.49  -4.67  0.00
C  -0.76  -1.64  -3.64  0.00
H  1.82  -2.86  -4.23  0.00
H  4.03  -2.43  -5.24  0.00
H  5.95  -1.85  -3.80  0.00
H  5.67  -1.68  -1.35  0.00
H  3.47  -2.07  -0.33  0.00
H  2.37  -3.78  1.00  0.00
H  2.43  -5.60  2.65  0.00
H  0.83  -7.48  2.49  0.00
H  -0.78  -7.58  0.62  0.00
H  -0.84  -5.79  -1.06  0.00
H  -1.78  -4.67  -2.46  0.00
H  -3.39  -4.40  -4.29  0.00
H  -3.33  -2.38  -5.71  0.00
H  -1.67  -0.61  -5.28  0.00
H  -0.03  -0.86  -3.46  0.00
O  -2.67  2.73  6.94  0.00
C  -1.80  3.81  6.67  0.00
N  -1.45  3.70  5.27  0.00
C  -1.69  4.69  4.38  0.00
O  -2.05  5.80  4.68  0.00
C  -1.44  4.37  2.92  0.00
C  -1.55  5.43  2.02  0.01
C  -1.33  5.20  0.67  0.00
C  -1.00  3.93  0.26  0.01
N  -0.90  2.89  1.11  0.01
C  -1.13  3.13  2.42  0.02
H  -3.18  2.91  7.74  0.00
H  -0.90  3.74  7.28  0.00
H  -2.27  4.78  6.81  0.00
H  -1.24  2.76  4.97  0.00
H  -1.80  6.41  2.41  0.00
H  -1.41  5.99  -0.05  0.00
H  -0.80  3.72  -0.79  0.00
H  -1.07  2.26  3.06  0.01

# 8
DFT (ωB97M-V with the def2-TZVPD basis set) results for a structure of composition C2H5NOSi.

The highest occupied orbital energy (alpha / beta) comes out at -6.2 / -9.5 eV. The calculation puts the lowest unoccupied orbital energy (alpha / beta) at -0.03 / -2.18 eV. Its multiplicity is 3. The calculation puts the total energy at -13563.394 eV. The calculation puts the energy relative to the best compared isomer or geometry (same formula, charge and spin) at 256.7 kJ/mol. For the HOMO-LUMO gap (alpha / beta), the calculation gives 6.195 / 7.281 eV.

Last column: Löwdin spin population.
Atoms and positions in Å:
C  1.05  1.01  -0.03  0.44
C  -1.78  -0.18  0.10  0.14
N  -0.02  1.59  0.06  0.17
O  -0.99  -1.12  -0.17  0.32
Si  2.11  -0.42  0.11  0.67
H  -2.62  0.16  -0.44  0.01
H  -0.91  0.96  0.05  0.07
H  -1.98  0.16  1.16  0.02
H  2.87  -0.82  -0.96  0.08
H  2.71  -0.76  1.35  0.07